Record 1
Below is a cluster of 13 separate species, C48H85F3N10O10 in total at a distorted geometry, with properties calculated with wB97M-V/def2-TZVPD.

Output
E_tot	-94680.6463	eV

Element x y z (Å)
F: 27.841 -14.865 -5.155
C: 26.666 -15.357 -4.597
C: 26.527 -16.720 -4.615
C: 25.350 -17.299 -4.193
C: 24.365 -16.480 -3.572
C: 24.567 -15.086 -3.543
C: 25.701 -14.508 -4.132
H: 27.359 -17.281 -4.890
H: 25.087 -18.335 -4.216
H: 23.507 -16.940 -3.186
H: 23.823 -14.445 -3.136
H: 25.860 -13.450 -4.075
F: 14.476 -18.960 -3.299
C: 15.811 -19.298 -3.303
C: 16.052 -20.645 -3.303
C: 17.339 -21.092 -3.010
C: 18.336 -20.191 -2.775
C: 18.019 -18.808 -2.780
C: 16.768 -18.359 -3.074
H: 15.182 -21.251 -3.281
H: 17.622 -22.118 -2.987
H: 19.383 -20.489 -2.826
H: 18.778 -18.042 -2.674
H: 16.585 -17.299 -2.966
F: 21.929 -15.363 -6.100
C: 20.592 -15.111 -5.932
C: 20.091 -15.072 -4.646
C: 18.742 -14.813 -4.394
C: 17.885 -14.738 -5.494
C: 18.407 -14.743 -6.770
C: 19.777 -15.029 -7.048
H: 20.834 -15.084 -3.857
H: 18.403 -14.860 -3.367
H: 16.786 -14.562 -5.335
H: 17.663 -14.622 -7.583
H: 20.100 -14.985 -8.113
C: 15.831 -13.355 -2.488
O: 16.088 -14.537 -2.506
N: 14.877 -12.763 -1.784
C: 14.645 -11.361 -1.954
C: 13.855 -13.600 -1.154
H: 16.463 -12.624 -3.007
H: 13.604 -11.181 -2.380
H: 15.400 -10.863 -2.583
H: 14.729 -10.929 -0.912
H: 12.917 -13.353 -1.606
H: 14.072 -14.675 -1.178
H: 13.694 -13.274 -0.115
C: 17.090 -9.285 -4.840
O: 16.685 -9.733 -3.775
N: 18.304 -8.743 -5.046
C: 19.217 -8.797 -3.891
C: 18.765 -8.260 -6.372
H: 16.423 -9.194 -5.745
H: 18.855 -8.179 -3.063
H: 20.286 -8.611 -4.224
H: 19.261 -9.803 -3.510
H: 18.446 -7.236 -6.513
H: 19.843 -8.302 -6.311
H: 18.461 -8.937 -7.184
C: 15.213 -12.871 -7.978
O: 15.872 -13.733 -8.499
N: 15.565 -11.600 -7.538
C: 14.505 -10.764 -6.955
C: 16.912 -11.022 -7.769
H: 14.159 -13.008 -7.820
H: 13.739 -11.461 -6.517
H: 14.043 -10.169 -7.728
H: 14.885 -10.245 -6.098
H: 16.780 -10.119 -8.280
H: 17.532 -10.828 -6.854
H: 17.417 -11.800 -8.263
C: 13.077 -13.693 -4.722
O: 14.131 -13.316 -5.159
N: 12.741 -14.923 -4.259
C: 11.479 -14.982 -3.571
C: 13.714 -16.010 -4.049
H: 12.152 -13.018 -4.704
H: 11.497 -15.348 -2.541
H: 10.813 -15.656 -4.124
H: 10.968 -14.034 -3.658
H: 14.738 -15.617 -4.200
H: 13.585 -16.381 -3.043
H: 13.591 -16.795 -4.804
C: 18.989 -11.543 -11.053
O: 20.070 -11.699 -10.507
N: 18.073 -12.471 -11.223
C: 16.729 -12.218 -11.649
C: 18.476 -13.834 -10.791
H: 18.749 -10.580 -11.596
H: 16.431 -13.163 -12.120
H: 16.729 -11.432 -12.409
H: 15.942 -11.954 -10.857
H: 19.330 -13.843 -10.024
H: 17.658 -14.116 -10.173
H: 18.567 -14.427 -11.679
C: 18.118 -17.498 -10.095
O: 19.314 -17.791 -10.213
N: 17.047 -18.157 -10.562
C: 15.800 -17.355 -10.842
C: 17.216 -19.380 -11.250
H: 17.888 -16.562 -9.481
H: 15.889 -16.971 -11.892
H: 15.721 -16.527 -10.148
H: 14.965 -17.993 -10.677
H: 17.651 -19.318 -12.246
H: 17.939 -19.991 -10.721
H: 16.260 -19.859 -11.365
C: 21.445 -10.787 -7.250
O: 21.080 -10.808 -6.124
N: 22.586 -11.498 -7.716
C: 23.049 -11.376 -9.116
C: 23.383 -12.299 -6.794
H: 21.088 -10.076 -8.006
H: 23.289 -12.351 -9.565
H: 24.011 -10.809 -9.214
H: 22.356 -10.862 -9.750
H: 24.066 -12.929 -7.420
H: 23.964 -11.559 -6.230
H: 22.770 -12.764 -6.032
C: 14.056 -16.299 -7.518
O: 13.165 -15.868 -8.203
N: 14.639 -17.501 -7.684
C: 15.622 -17.999 -6.723
C: 14.014 -18.569 -8.490
H: 14.393 -15.725 -6.668
H: 16.428 -18.516 -7.236
H: 15.161 -18.622 -5.955
H: 16.127 -17.135 -6.271
H: 14.792 -18.980 -9.081
H: 13.614 -19.331 -7.874
H: 13.186 -18.154 -9.077
C: 21.948 -18.881 -5.219
O: 21.513 -19.073 -4.085
N: 21.329 -18.936 -6.380
C: 21.984 -18.519 -7.710
C: 19.908 -19.156 -6.296
H: 22.923 -18.553 -5.436
H: 21.944 -19.400 -8.284
H: 23.056 -18.236 -7.559
H: 21.477 -17.725 -8.169
H: 19.793 -19.863 -5.418
H: 19.366 -18.236 -6.035
H: 19.521 -19.553 -7.272
C: 21.896 -15.746 -11.868
O: 21.645 -14.553 -11.930
N: 22.751 -16.238 -10.980
C: 23.072 -17.682 -10.928
C: 23.285 -15.367 -10.001
H: 21.466 -16.462 -12.515
H: 22.223 -18.338 -10.781
H: 23.687 -17.843 -10.066
H: 23.609 -18.097 -11.753
H: 22.996 -15.727 -9.015
H: 24.341 -15.244 -9.903
H: 22.869 -14.355 -10.077

***

Record 2
Below is a cluster of 13 separate species, C48H85O42P3 in total at a distorted geometry, with properties calculated with wB97M-V/def2-TZVPD.

Output
energy relative to the best compared isomer or geometry (same formula, charge and spin)	73.8	kcal per mole

Element x y z (Å)
C: -2.724 -9.456 -1.481
C: -1.633 -8.455 -1.556
O: -0.866 -8.816 -0.449
C: -1.491 -9.581 0.373
O: -0.987 -10.012 1.428
O: -2.621 -9.945 -0.120
H: -2.586 -10.271 -2.192
H: -3.678 -8.943 -1.596
H: -2.012 -7.433 -1.584
H: -0.985 -8.622 -2.416
C: -0.138 7.085 2.028
C: -0.452 7.494 0.651
O: 0.795 7.314 0.032
C: 1.759 7.185 0.894
O: 2.968 7.168 0.557
O: 1.223 7.039 2.087
H: -0.669 6.170 2.290
H: -0.638 7.782 2.701
H: -0.856 8.505 0.600
H: -1.219 6.800 0.308
C: -0.795 -0.593 0.262
C: -0.509 0.584 -0.698
O: 0.458 1.294 -0.013
C: 0.508 0.862 1.254
O: 1.111 1.452 2.106
O: -0.113 -0.349 1.468
H: -0.439 -1.454 -0.303
H: -1.878 -0.710 0.308
H: -1.402 1.203 -0.778
H: -0.151 0.316 -1.693
C: -4.139 0.801 6.233
C: -5.202 1.506 7.033
O: -4.655 2.699 7.420
C: -3.512 2.918 6.690
O: -2.851 3.928 6.704
O: -3.293 1.866 5.868
H: -4.468 0.399 5.274
H: -3.563 0.065 6.794
H: -5.454 0.888 7.895
H: -6.129 1.586 6.464
C: -5.530 -4.619 -7.270
C: -5.043 -5.886 -6.563
O: -3.875 -5.420 -5.941
C: -3.870 -4.088 -5.813
O: -3.016 -3.463 -5.204
O: -4.934 -3.627 -6.391
H: -6.616 -4.522 -7.259
H: -5.352 -4.565 -8.344
H: -4.820 -6.640 -7.317
H: -5.841 -6.138 -5.864
C: -7.818 5.050 2.475
C: -6.403 5.504 2.569
O: -5.758 4.604 1.807
C: -6.580 3.664 1.330
O: -6.302 2.610 0.779
O: -7.848 4.009 1.545
H: -8.639 5.713 2.200
H: -8.129 4.702 3.460
H: -6.131 5.445 3.622
H: -6.198 6.539 2.293
C: -6.634 -3.929 0.272
C: -7.689 -3.501 1.251
O: -6.991 -3.421 2.487
C: -5.758 -3.941 2.364
O: -4.998 -4.115 3.331
O: -5.589 -4.426 1.080
H: -6.310 -3.113 -0.373
H: -6.976 -4.746 -0.364
H: -8.477 -4.242 1.381
H: -8.204 -2.595 0.930
C: 2.764 -5.936 3.248
C: 3.887 -6.836 2.917
O: 4.708 -6.797 4.046
C: 4.047 -6.275 5.098
O: 4.418 -6.346 6.262
O: 2.851 -5.751 4.681
H: 1.841 -6.464 3.006
H: 2.846 -5.040 2.633
H: 4.412 -6.581 1.996
H: 3.565 -7.859 2.721
C: 0.114 7.021 -5.633
C: -0.225 5.579 -5.298
O: -1.569 5.745 -4.933
C: -2.054 6.826 -5.471
O: -3.239 7.163 -5.492
O: -1.095 7.638 -5.897
H: 0.598 6.903 -6.602
H: 0.661 7.488 -4.814
H: 0.345 5.034 -4.546
H: -0.186 4.930 -6.174
C: 2.474 1.214 8.310
C: 2.738 -0.149 7.689
O: 3.558 -0.751 8.692
C: 4.074 0.182 9.525
O: 4.830 -0.035 10.448
O: 3.625 1.375 9.095
H: 1.679 1.478 9.007
H: 2.392 1.989 7.549
H: 3.253 -0.146 6.728
H: 1.822 -0.737 7.625
C: -7.897 2.646 -4.302
C: -8.644 1.769 -5.235
O: -9.993 2.219 -5.462
P: -11.081 2.371 -4.243
O: -12.519 2.532 -4.733
O: -10.780 1.045 -3.316
C: -11.955 0.407 -2.656
C: -12.397 1.350 -1.462
O: -10.583 3.534 -3.278
C: -10.678 4.855 -3.697
C: -9.873 5.707 -2.747
H: -7.926 3.657 -4.707
H: -8.303 2.590 -3.292
H: -6.861 2.350 -4.134
H: -8.166 1.676 -6.210
H: -8.667 0.779 -4.779
H: -12.778 0.301 -3.363
H: -11.557 -0.564 -2.360
H: -12.924 2.230 -1.833
H: -12.965 0.760 -0.743
H: -11.587 1.764 -0.862
H: -10.257 4.997 -4.692
H: -11.746 5.060 -3.779
H: -10.010 6.764 -2.975
H: -10.064 5.496 -1.695
H: -8.799 5.550 -2.847
C: 7.750 -4.658 -4.655
C: 7.057 -4.045 -3.448
O: 6.267 -2.888 -3.830
P: 4.729 -2.868 -3.208
O: 3.945 -4.125 -3.360
O: 4.880 -2.331 -1.696
C: 5.970 -1.455 -1.332
C: 6.055 -0.123 -2.120
O: 4.132 -1.585 -4.046
C: 4.174 -1.702 -5.483
C: 5.062 -0.612 -6.116
H: 8.270 -3.935 -5.285
H: 8.406 -5.432 -4.256
H: 6.981 -5.116 -5.277
H: 6.437 -4.846 -3.046
H: 7.692 -3.619 -2.671
H: 5.719 -1.233 -0.295
H: 6.921 -1.988 -1.296
H: 6.910 0.415 -1.709
H: 6.254 -0.143 -3.192
H: 5.165 0.474 -1.919
H: 4.469 -2.645 -5.944
H: 3.155 -1.486 -5.804
H: 5.011 -0.632 -7.204
H: 4.915 0.426 -5.819
H: 6.123 -0.844 -6.014
C: 8.620 2.471 4.071
C: 10.012 2.356 4.603
O: 10.596 1.154 3.960
P: 11.736 1.251 2.760
O: 11.507 2.305 1.746
O: 11.841 -0.325 2.261
C: 12.220 -1.388 3.147
C: 11.090 -2.385 3.100
O: 13.130 1.419 3.602
C: 14.388 1.828 3.009
C: 14.741 0.998 1.804
H: 8.798 2.766 3.037
H: 8.023 1.578 3.883
H: 7.956 3.245 4.454
H: 10.503 3.278 4.290
H: 9.914 2.354 5.689
H: 13.242 -1.748 3.033
H: 12.318 -0.963 4.146
H: 10.856 -2.668 2.073
H: 11.245 -3.279 3.703
H: 10.206 -1.924 3.541
H: 14.417 2.863 2.668
H: 15.208 1.727 3.719
H: 13.943 0.867 1.073
H: 15.549 1.418 1.203
H: 14.978 -0.019 2.116